No. 1
9
Properties=species:S:1:pos:R:3:forces:R:3:mulliken_charge:R:1 method="wB97M-V/def2-TZVPD" e_homo_ev="-8.464 / -8.233" relative_energy_ev=6.034 largest_force_ha_per_bohr=0.0820
P 2.558 1.308 -0.366 -1.6 -1.2 -0.2 0.100
N 1.156 -2.615 -0.156 -1.4 2.0 -0.5 -0.451
C -1.391 0.259 0.012 4.2 -0.2 -0.6 -0.979
C 0.524 -1.589 -0.209 1.6 -2.7 0.7 0.573
C -0.064 -0.427 0.023 1.0 1.6 0.0 -0.279
H 2.149 1.830 0.865 0.0 0.2 0.4 0.042
H -2.145 -0.372 0.236 -2.6 -2.1 1.3 0.396
H -1.289 1.125 0.590 -0.5 1.3 0.9 0.304
H -1.498 0.483 -0.995 -0.6 1.0 -2.1 0.296

No. 2
58
Properties=species:S:1:pos:R:3:forces:R:3:mulliken_spin:R:1 method="wB97M-V/def2-TZVPD" e_homo_ev="-13.872 / -14.956" s2=6.0129 relative_energy_ev=0.000 spin_multiplicity=5 total_charge=+2 largest_force_ha_per_bohr=0.0042
I 0.697 3.552 -0.317 0.1 0.0 0.0 0.007
I 3.940 2.768 0.973 0.0 0.0 0.0 0.000
Cr 0.035 -0.049 0.328 -0.2 -0.1 0.1 3.961
N -0.640 0.476 -4.137 0.1 0.1 0.1 0.008
N 2.047 -0.659 -0.149 0.1 0.0 0.0 -0.040
N 0.405 2.570 -4.423 0.0 0.1 0.0 0.002
N -0.687 1.514 -6.152 0.0 0.0 0.0 0.003
N -2.048 0.582 0.754 0.0 0.0 0.0 -0.101
N -0.140 0.255 -1.752 0.0 -0.1 0.0 -0.061
N 0.787 0.724 2.207 0.1 0.0 0.0 -0.022
N -1.087 -2.218 0.118 0.1 0.0 0.0 -0.080
C 3.041 -1.235 2.091 0.0 0.0 0.0 -0.006
C 1.067 -0.181 3.356 0.0 0.0 0.0 0.020
C -2.698 1.266 -0.389 0.1 0.0 0.0 0.026
C 1.736 -1.453 2.876 0.0 0.0 0.0 0.053
C -0.302 1.531 -4.882 0.0 -0.1 0.0 -0.001
C -0.949 -3.186 1.219 0.0 0.0 0.0 0.049
C -0.710 -2.905 -1.129 0.0 0.0 0.0 0.035
C -2.777 -0.681 1.049 0.0 0.0 0.0 0.020
C -0.335 0.404 -2.891 -0.1 0.1 -0.1 0.075
C 2.932 -1.587 0.615 0.0 0.0 0.0 0.016
C -2.212 1.475 1.924 0.0 0.0 0.0 0.043
C 2.608 4.269 0.300 0.0 0.0 0.0 0.000
C -2.488 -1.767 0.034 0.0 0.0 0.0 0.011
H 1.027 -1.992 2.245 0.0 0.0 0.0 -0.012
H -0.508 2.274 -6.785 0.0 0.0 0.0 0.000
H -1.607 -4.048 1.060 0.0 0.0 0.0 0.008
H 0.327 -3.238 -1.064 0.0 0.0 0.0 -0.002
H -2.469 -1.013 2.042 0.0 0.0 0.0 -0.020
H -2.671 -1.404 -0.978 0.0 0.0 0.0 -0.003
H 0.118 -0.417 3.840 0.0 0.0 0.0 -0.010
H 1.673 1.151 1.927 0.0 0.0 0.0 -0.019
H 3.059 4.760 -0.553 0.0 0.0 0.0 0.001
H 0.645 2.638 -3.448 0.0 0.0 0.0 0.001
H 2.439 4.966 1.110 0.0 0.0 0.0 0.000
H -1.655 2.399 1.768 0.0 0.0 0.0 -0.001
H 3.833 -1.855 2.510 0.0 0.0 0.0 -0.001
H -3.265 1.732 2.064 0.0 0.0 0.0 0.004
H -2.640 0.667 -1.290 0.0 0.0 0.0 -0.004
H 0.596 3.369 -5.005 0.0 0.0 0.0 0.000
H -3.853 -0.484 1.093 0.0 0.0 0.0 0.009
H 1.946 -1.024 -1.095 0.0 0.0 0.0 0.007
H -1.337 -3.787 -1.300 0.0 0.0 0.0 0.005
H -3.747 1.468 -0.156 0.0 0.0 0.0 0.003
H -1.189 0.709 -6.489 0.0 0.0 0.0 0.000
H 2.551 0.220 -0.276 0.0 0.0 0.0 0.007
H -3.177 -2.602 0.199 0.0 0.0 0.0 0.001
H 2.524 -2.593 0.509 0.0 0.0 0.0 -0.004
H -1.201 -2.733 2.177 0.0 0.0 0.0 -0.011
H -0.813 -2.231 -1.976 0.0 0.0 0.0 0.002
H 3.923 -1.592 0.160 0.0 0.0 0.0 0.000
H 1.691 0.331 4.091 0.0 0.0 0.0 0.000
H 3.397 -0.205 2.199 0.0 0.0 0.0 -0.002
H -2.197 2.216 -0.573 0.0 0.0 0.0 0.002
H 1.917 -2.090 3.742 0.0 0.0 0.0 0.003
H 0.076 -3.549 1.264 0.0 0.0 0.0 0.003
H 0.235 1.511 2.534 0.0 0.0 0.0 0.022
H -1.868 0.979 2.831 0.0 0.0 0.0 -0.005

No. 3
16
Properties=species:S:1:pos:R:3:forces:R:3:mulliken_charge:R:1 method="wB97M-V/def2-TZVPD" smiles="[NH2+]=C1NCCC=C1Cl" e_homo_ev=-13.771 relative_energy_ev=1.053 total_charge=+1 largest_force_ha_per_bohr=0.1104
Cl -2.994 0.345 -0.091 -1.0 -0.1 0.0 -0.194
N -1.217 -2.083 0.290 0.2 0.8 -0.9 -0.317
N 0.805 -0.950 -0.083 -1.2 -1.8 -0.4 -0.135
C 0.856 1.501 0.208 3.5 -0.2 0.7 -0.386
C -0.495 -1.044 -0.040 -2.1 5.2 0.6 0.451
C 1.521 0.243 -0.487 0.1 1.0 0.6 -0.652
C -1.330 0.469 -0.042 2.3 -4.4 0.3 0.261
C -0.591 1.486 0.315 -2.2 2.7 -1.1 -0.310
H -2.213 -1.855 0.195 0.2 -1.0 0.2 0.194
H 1.303 2.417 -0.401 -1.1 -1.6 1.9 0.345
H 1.390 0.455 -1.531 0.1 -0.5 -0.8 0.322
H -1.183 2.453 0.556 1.4 -1.5 -0.3 0.320
H -0.785 -2.986 0.177 -0.7 -0.5 0.3 0.260
H 1.177 -1.888 -0.094 1.3 0.2 0.0 0.238
H 2.611 0.040 -0.272 -1.3 0.8 0.0 0.339
H 1.146 1.398 1.301 0.5 1.1 -1.1 0.263